C13H37Al2BrCsF5N2O9P2S as an isolated structure, computed with ωB97M-V with the def2-TZVPD basis set.

Properties
Kohn-Sham gap in Eh: 0.0357
E_tot in eV: -162265.27628
2S+1: 1

Last column: Löwdin charge in e.
Cartesian coordinates (Å):
C: -3.792 -4.198 -2.423  -0.408
S: -4.747 -2.596 -2.585  0.435
O: -4.727 -2.268 -4.030  -0.400
O: -4.114 -1.598 -1.691  -0.389
P: -6.835 -3.020 -2.040  0.660
P: -8.945 -3.567 -1.654  0.386
O: -9.256 -3.999 -0.246  -0.371
O: -9.903 -2.276 -2.186  -0.247
O: -9.352 -4.823 -2.706  -0.217
H: -2.703 -4.043 -2.625  -0.067
H: -4.293 -4.946 -3.094  -0.089
H: -3.947 -4.571 -1.385  0.080
H: -6.643 -2.518 -0.718  0.028
H: -7.237 -2.053 -3.036  0.026
H: -6.576 -4.402 -2.376  0.001
H: -9.837 -2.326 -3.153  0.064
H: -9.042 -5.634 -2.289  0.060
Al: -2.459 -5.808 -3.740  0.630
O: -5.666 0.984 -3.424  -0.614
H: -5.138 0.378 -2.896  -0.237
C: -0.932 4.158 -4.468  -0.325
O: 0.020 3.751 -3.794  -0.540
N: -2.103 3.539 -4.576  -0.162
C: -3.188 4.065 -5.383  -0.020
C: -2.299 2.289 -3.856  -0.010
H: -0.875 5.088 -5.038  0.110
H: -4.055 4.241 -4.746  0.107
H: -3.448 3.338 -6.152  0.103
H: -2.896 5.001 -5.859  0.069
H: -2.164 2.468 -2.788  0.100
H: -1.555 1.561 -4.186  0.096
H: -3.305 1.895 -4.033  0.075
F: -0.352 7.210 -5.075  -0.676
Br: -1.766 8.229 -5.546  0.727
Cs: 1.922 3.726 -2.463  1.243
C: 4.299 -0.494 3.725  -0.004
C: 5.059 0.642 3.021  -0.480
C: 6.058 1.271 4.008  -0.131
C: 7.265 0.401 4.357  -0.159
C: 7.652 -0.574 3.240  -0.140
C: 7.180 -0.163 1.833  -0.504
N: 5.728 0.015 1.870  -0.098
O: 5.219 0.332 0.718  -0.046
C: 7.507 -1.341 0.903  -0.039
C: 7.966 1.063 1.352  -0.014
C: 4.042 1.735 2.680  -0.037
H: 3.554 -0.942 3.063  0.088
H: 3.776 -0.121 4.610  0.084
H: 4.967 -1.292 4.052  0.086
H: 6.421 2.217 3.594  0.105
H: 5.540 1.543 4.932  0.124
H: 8.110 1.053 4.591  0.111
H: 7.064 -0.164 5.270  0.107
H: 8.735 -0.719 3.247  0.119
H: 7.229 -1.554 3.480  0.114
H: 6.927 -2.226 1.175  0.088
H: 8.565 -1.604 0.973  0.086
H: 7.296 -1.106 -0.142  0.077
H: 9.036 0.842 1.346  0.090
H: 7.819 1.937 1.988  0.077
H: 7.688 1.342 0.334  0.080
H: 3.568 2.099 3.593  0.096
H: 3.246 1.366 2.031  0.075
H: 4.521 2.587 2.191  0.081
O: -12.757 -1.889 -0.683  0.248
H: -12.936 -1.439 0.178  0.166
H: -11.800 -1.833 -0.927  0.135
H: -13.332 -1.533 -1.403  0.160
F: 5.649 -0.546 7.649  -0.234
Al: 4.198 0.255 8.216  -0.022
F: 4.613 1.404 9.466  -0.237
F: 3.084 -0.932 8.852  -0.238
F: 3.450 1.097 6.870  -0.237

=====

An isolated molecule of C5H11NO, computed with ωB97M-V with the def2-TZVPD basis set.

Properties
Kohn-Sham gap in Eh: 0.3659
SMILES string: C[C@@H]1CN[C@]1(C)O
E_tot in eV: -8899.64328
Energy relative to the best compared isomer or geometry (same formula, charge and spin) in eV: 2.054
2S+1: 1

Last column: Löwdin charge in e.
Cartesian coordinates (Å):
C: -2.050 0.234 -0.520  -0.073
C: -0.696 -0.352 -0.051  -0.235
C: -0.653 -0.478 1.476  -0.197
N: 0.800 -0.269 1.525  0.018
C: 0.784 0.308 0.157  -0.514
C: 2.135 -0.012 -0.519  -0.006
O: 0.728 1.712 0.163  0.008
H: -2.207 0.356 -1.596  0.070
H: -2.818 -0.485 -0.186  0.083
H: -2.329 1.172 -0.020  0.071
H: -0.580 -1.328 -0.536  0.132
H: -1.153 0.376 1.954  0.113
H: -1.030 -1.397 1.932  0.115
H: 1.240 -1.185 1.450  0.094
H: 2.136 -0.002 -1.610  0.078
H: 2.571 -0.958 -0.172  0.074
H: 2.825 0.777 -0.188  0.088
H: -0.196 1.978 0.161  0.081

=====

C22H44CeN3OP3Se as an isolated structure, computed with ωB97M-V with the def2-TZVPD basis set.

Properties
Kohn-Sham gap (spin up / spin down) in Eh: 0.1775 / 0.1218
E_tot in eV: -136150.91346
Energy relative to the best compared isomer or geometry (same formula, charge and spin) in eV: 10.655
2S+1: 2
Expectation value of S²: 0.77
Charge: +3

Last column: Löwdin charge in e.
Cartesian coordinates (Å):
Ce: 0.000 0.000 0.000  -0.146
P: -1.309 -1.746 0.613  0.685
P: 1.571 -0.096 1.723  0.700
P: 1.252 -1.279 -1.497  0.658
H: -3.342 5.001 -7.651  0.046
C: -3.309 4.074 -8.218  -0.107
C: -4.390 3.315 -8.382  -0.066
H: -5.352 3.589 -7.956  0.053
C: -2.858 -1.536 1.604  -0.192
C: -0.636 -3.179 1.576  -0.174
C: -2.088 -2.628 -0.813  -0.185
C: 2.939 1.143 1.739  -0.189
C: 0.940 0.082 3.454  -0.167
C: 2.578 -1.628 1.990  -0.176
C: 0.577 -1.317 -3.204  -0.169
C: 1.581 -3.087 -1.236  -0.185
C: 2.994 -0.782 -1.851  -0.205
H: -2.348 3.800 -8.643  0.043
H: -4.357 2.388 -8.949  0.052
H: -3.474 -0.751 1.160  0.064
H: -2.624 -1.262 2.634  0.061
H: -3.428 -2.473 1.604  0.082
H: -0.349 -2.835 2.575  0.056
H: 0.247 -3.595 1.089  0.034
H: -1.390 -3.967 1.682  0.090
H: -2.726 -1.910 -1.336  0.071
H: -2.691 -3.481 -0.480  0.086
H: -1.332 -2.973 -1.520  0.031
H: 3.554 1.058 2.642  0.087
H: 2.523 2.151 1.672  0.024
H: 3.563 0.989 0.854  0.053
H: 1.719 -0.137 4.194  0.085
H: 0.103 -0.608 3.602  0.057
H: 0.572 1.097 3.618  0.050
H: 3.243 -1.510 2.852  0.087
H: 3.186 -1.838 1.107  0.049
H: 1.920 -2.481 2.164  0.042
H: 1.091 -2.065 -3.818  0.090
H: 0.703 -0.326 -3.647  0.055
H: -0.492 -1.538 -3.168  0.056
H: 2.244 -3.460 -2.023  0.080
H: 0.659 -3.672 -1.250  0.050
H: 2.070 -3.236 -0.269  0.042
H: 3.511 -1.591 -2.379  0.081
H: 3.527 -0.571 -0.921  0.042
H: 2.986 0.124 -2.460  0.043
C: 0.340 2.469 -2.804  -0.495
C: -0.954 2.081 -3.173  -0.094
C: -1.508 2.513 -4.379  -0.010
C: -0.785 3.339 -5.240  0.019
C: 0.508 3.730 -4.877  -0.011
C: 1.066 3.302 -3.675  -0.083
Se: 1.218 1.954 -1.172  1.011
H: -1.150 0.067 -1.175  -0.117
H: -1.516 1.436 -2.503  0.071
H: -2.515 2.199 -4.645  0.131
H: -1.218 3.673 -6.178  0.114
H: 1.087 4.373 -5.535  0.133
H: 2.072 3.610 -3.403  0.115
C: -3.563 2.471 4.275  0.030
N: -2.395 2.738 3.420  -0.011
C: -1.677 3.854 3.632  0.022
C: -0.608 4.113 2.832  0.004
C: -0.242 3.211 1.825  -0.301
N: -0.917 1.995 1.613  0.100
C: -2.035 1.840 2.428  -0.518
O: -2.733 0.903 2.283  0.059
N: 0.824 3.676 1.038  0.044
H: -4.480 2.404 3.653  0.121
H: -3.718 3.267 5.036  0.117
H: -3.418 1.511 4.817  0.118
H: -1.945 4.562 4.409  0.160
H: -0.063 5.038 2.984  0.133
H: 1.478 4.372 1.427  0.139
H: 0.537 3.982 0.101  0.078